# 1
Formula: C42H63BBrF5N5ReSi
Source: the OMol25 dataset
Level of theory: ωB97M-V/def2-TZVPD

Calculated values
Lowest unoccupied orbital energy (spin up / spin down): -4.252 / -4.755 eV
F_max: 0.0386 Eh/bohr
HOMO level (spin up / spin down): -0.39797 / -0.39915 Ha
Charge: +1
Multiplicity: 4
Kohn-Sham gap (spin up / spin down): 6.5768 / 6.1064 eV

CARTESIAN COORDINATES (ANGSTROEM)
Re (-0.3982, 0.6777, 1.3244)
Br (-0.2978, -1.0499, 3.0373)
Si (0.1491, -0.0941, 5.3867)
F (2.4177, 0.2551, -1.5170)
F (2.0788, -0.7720, 1.0678)
F (3.8167, 0.9852, -0.0689)
F (2.0459, 1.2536, 1.8239)
F (2.1927, 2.2474, -0.7197)
N (-2.8088, -1.1325, -0.0015)
N (0.0249, 4.8247, 0.6459)
N (0.5054, 6.7297, 2.0902)
N (-2.9394, 1.0323, -0.6552)
N (-0.4242, 2.4580, 0.6576)
C (-2.4538, -2.4483, 0.4038)
C (-3.9043, -0.9587, -0.7733)
C (-1.7781, 1.9346, -4.5145)
C (-0.2565, -2.9120, 5.9749)
C (-1.0626, -4.3711, 0.0776)
C (-5.7462, 3.3451, 0.4382)
C (-1.4910, 1.6242, -3.0441)
C (-5.6125, -2.9415, 1.4564)
C (-1.4565, -3.1039, -0.3261)
C (-2.7581, 2.3989, -0.9961)
C (2.0646, -2.2685, 5.4354)
C (-1.8322, 1.0426, 7.1089)
C (-4.3146, 3.0322, 0.8927)
C (0.7793, -1.7909, 6.1322)
C (-0.1880, 3.6237, 0.7179)
C (1.6505, 1.9351, 6.7550)
C (-2.0133, 2.7122, -2.1384)
C (-2.0692, 1.6729, 4.7026)
C (0.0013, 1.4129, -2.7937)
C (1.6513, 0.4814, 0.7526)
C (1.0714, 2.5251, 4.4255)
C (-1.7900, 4.0514, -2.4249)
C (-4.3231, -2.4752, 2.1425)
C (0.6144, -2.3494, -1.5119)
C (-3.1568, 4.7213, -0.5779)
C (-3.1237, -3.0885, 1.4530)
C (-3.3678, 3.3946, -0.2283)
C (-4.4134, -2.8740, 3.6199)
C (-3.9939, 0.3534, -1.1561)
C (-1.3181, -3.3584, -2.7916)
C (1.0729, -1.6186, 7.6287)
C (-1.6563, -4.9859, 1.1615)
C (-1.6991, 0.5360, 5.6676)
C (-3.9847, 3.7713, 2.1900)
C (0.2866, 5.8267, 1.4116)
C (-2.3506, 5.0503, -1.6513)
C (-2.6967, -4.3587, 1.8196)
C (2.8684, 0.8585, 4.8877)
C (-2.7513, -0.5621, 5.4845)
C (1.4854, 1.3579, 5.3378)
C (-0.8992, -2.5021, -1.5928)
C (2.5281, 0.9874, -0.4155)
B (-2.1072, 0.1402, 0.1384)
H (-4.2288, 1.9563, 1.0877)
H (-2.9444, 3.6059, 2.4661)
H (0.7342, 2.3964, 7.1142)
H (-4.5462, -1.7698, -1.0575)
H (-2.7675, -0.9360, 4.4668)
H (0.1699, -3.8426, 6.3440)
H (-1.5125, 1.0725, -5.1202)
H (-5.8579, 4.4136, 0.2688)
H (0.3203, 3.1492, 4.9005)
H (1.8453, -0.8747, 7.8057)
H (1.4280, -2.5619, 8.0405)
H (0.8599, -1.6982, -0.6777)
H (-4.6231, 3.4153, 2.9960)
H (-4.2618, -1.3836, 2.0624)
H (-3.1852, -4.8645, 2.6353)
H (0.5585, 2.3239, -2.9952)
H (-5.9734, 2.8297, -0.4934)
H (2.8392, 0.2880, 3.9637)
H (0.6811, 2.2032, 3.4619)
H (-1.5836, 0.2576, 7.8187)
H (0.3852, 0.6194, -3.4280)
H (-3.6194, 5.5085, -0.0048)
H (-1.5665, 2.5968, 4.9642)
H (-2.5997, -1.3936, 6.1642)
H (0.1433, 1.1187, -1.7526)
H (-1.1909, 1.8957, 7.3014)
H (-1.9970, 0.6871, -2.7946)
H (2.2694, -3.2955, 5.7309)
H (-1.1530, -2.7147, 6.5530)
H (-6.4689, -2.5524, 2.0010)
H (3.3305, 0.2455, 5.6553)
H (-3.4263, -2.9534, 4.0637)
H (-3.7340, -0.1461, 5.7027)
H (1.9565, 1.1776, 7.4719)
H (-5.6595, -4.0282, 1.4576)
H (0.9958, -1.8970, -2.4211)
H (2.9245, -1.6719, 5.7179)
H (-0.8614, -4.3425, -2.7435)
H (-1.2002, 2.7858, -4.8640)
H (1.9380, 3.1550, 4.2305)
H (-4.1476, 4.8400, 2.0863)
H (-1.3336, -5.9669, 1.4763)
H (-2.3977, -3.4898, -2.8106)
H (-1.0137, -2.8845, -3.7212)
H (2.4200, 2.7051, 6.7355)
H (-2.1763, 6.0868, -1.8968)
H (1.1089, -3.3038, -1.3653)
H (1.9782, -2.2568, 4.3513)
H (-5.6870, -2.5992, 0.4299)
H (-3.1397, 1.8570, 4.7511)
H (-1.3147, -1.4994, -1.7217)
H (3.5199, 1.7158, 4.7259)
H (-4.9060, -3.8374, 3.7234)
H (-4.9920, -2.1435, 4.1804)
H (-6.4668, 3.0376, 1.1935)
H (0.1831, -1.3250, 8.1816)
H (-2.8584, 1.3484, 7.3027)
H (-0.2903, -4.8884, -0.4659)
H (-0.5302, -3.0687, 4.9344)
H (-1.8440, 1.4372, 3.6544)
H (-1.1888, 4.3240, -3.2762)
H (-4.7546, 0.8176, -1.7558)
H (-2.8350, 2.1469, -4.6685)

# 2
Formula: C42H63ClCsIN8O4SSe
Source: the OMol25 dataset
Level of theory: ωB97M-V/def2-TZVPD

Calculated values
Lowest unoccupied orbital energy: 3.090 eV
F_max: 0.0547 Eh/bohr
HOMO level: -0.07868 Ha
Charge: -2
Kohn-Sham gap: 5.2305 eV

CARTESIAN COORDINATES (ANGSTROEM)
Cs (0.8549, -1.0484, 1.1701)
I (-4.8206, -0.1161, 1.3558)
Se (-2.3817, 1.2770, -2.4050)
Cl (0.9562, -3.5859, 3.4811)
S (4.5482, -0.2320, -0.9741)
O (1.0399, 1.6460, -2.5389)
O (2.6520, -2.6243, 1.1807)
O (4.1714, -4.2408, 1.5946)
O (-1.4750, -0.8173, 2.0289)
N (-0.1077, 2.2990, 1.2642)
N (-1.7109, -5.1228, -2.8743)
N (2.4353, 1.5999, 1.9778)
N (2.9614, -1.4294, -2.7294)
N (-2.1287, -2.9310, 1.5454)
N (4.2905, -2.8356, -1.4416)
N (-2.3045, -6.9320, -4.4540)
N (-2.8341, -4.5040, -0.7734)
C (-2.1838, -1.5951, 1.3951)
C (-3.1352, -1.6580, -3.5421)
C (-4.8540, 3.1061, -3.1910)
C (-3.9595, 0.7398, -3.3581)
C (3.8997, 3.2903, 3.6657)
C (-5.3462, -0.9459, -4.4304)
C (-2.5473, 5.2701, 4.5335)
C (-7.6108, -0.4338, -5.4242)
C (1.3378, -0.1353, -5.1221)
C (0.5618, -1.7243, -3.2575)
C (2.9810, -5.7393, -1.3981)
C (-4.9858, 1.6718, -3.6213)
C (6.1590, 3.9851, 4.5742)
C (4.1472, 4.0154, 6.0378)
C (1.8263, 2.5640, 2.6722)
C (0.3448, 2.6844, 2.4624)
C (-4.2637, 3.5509, 3.9689)
C (-2.5086, 3.0273, 5.6445)
C (2.5199, 3.4210, 3.5125)
C (4.3906, 5.6878, 4.1925)
C (-2.7944, 3.7693, 4.3322)
C (4.5201, 2.2856, 2.9367)
C (3.8965, -1.5871, -1.7678)
C (-1.4122, 2.4075, 1.0367)
C (-4.1668, -0.5915, -3.7748)
C (1.9137, -2.4033, -3.0614)
C (1.9582, -4.5735, 2.3294)
C (-6.3521, -0.0308, -4.6969)
C (3.0452, -3.7267, 1.6467)
C (-0.4905, 3.1651, 3.4570)
C (0.3360, -1.1977, -4.6732)
C (3.7510, 1.4799, 2.1025)
C (-6.1480, 1.2765, -4.2776)
C (-1.8634, 3.2605, 3.2325)
C (-3.1988, -1.1159, 0.3810)
C (-2.0774, -6.0919, -3.6830)
C (4.5297, -3.9346, -2.3706)
C (4.4108, -5.2830, -1.6691)
C (-2.3150, 2.8849, 1.9803)
C (-2.3406, -4.8348, -1.7773)
C (2.2397, -6.1900, -2.6514)
C (4.6520, 4.2330, 4.6048)
H (3.0063, -6.5611, -0.6770)
H (-4.5581, 4.1380, 3.0970)
H (4.3147, 2.9841, 6.3548)
H (1.0730, 0.2588, -6.1059)
H (-3.6523, -1.9392, -0.1643)
H (-2.4471, -3.5337, 0.7940)
H (-1.5093, 5.4618, 4.8145)
H (-0.2146, -2.4538, -3.0199)
H (4.7984, -2.8767, -0.5661)
H (2.1701, -2.9511, -3.9740)
H (-5.6923, 3.6953, -3.5712)
H (1.8620, -3.1287, -2.2505)
H (-3.3617, 2.9056, 1.7148)
H (-1.7748, 2.0910, 0.0625)
H (0.0940, 1.4992, -2.7185)
H (-8.4989, -0.0088, -4.9501)
H (-2.8217, -1.6899, -2.4985)
H (0.3667, -2.0453, -5.3673)
H (-2.7544, 5.8221, 3.6143)
H (-4.4676, 2.5001, 3.7521)
H (-0.0711, 3.4278, 4.4206)
H (6.5711, 4.1349, 3.5743)
H (-6.9222, 2.0184, -4.4611)
H (0.4562, -0.9067, -2.5389)
H (2.4121, -5.3838, 2.8874)
H (4.9537, -5.2197, -0.7225)
H (6.4090, 2.9728, 4.8967)
H (6.6549, 4.6839, 5.2521)
H (-5.4764, -1.9800, -4.7376)
H (-2.2335, -1.4491, -4.1167)
H (1.9813, 4.2057, 4.0293)
H (-2.7817, -0.3783, -0.3120)
H (3.3350, 5.9491, 4.2759)
H (1.0747, 1.8236, -1.5907)
H (-2.6031, 1.9480, 5.5088)
H (-3.5127, -2.6400, -3.8278)
H (-3.1950, 5.6601, 5.3244)
H (4.6966, 5.8591, 3.1585)
H (4.9211, -6.0288, -2.2891)
H (4.6733, 4.6790, 6.7299)
H (-0.6729, -0.7840, -4.7287)
H (-7.7248, -1.5189, -5.4352)
H (4.2104, 0.7000, 1.5026)
H (2.4323, -4.9296, -0.9077)
H (1.2773, -4.9627, 1.5748)
H (2.3503, -0.5426, -5.1978)
H (1.3637, 0.7017, -4.4194)
H (3.8439, -3.8569, -3.2083)
H (-3.2214, 3.3418, 6.4115)
H (5.5866, 2.1185, 2.9822)
H (1.2035, -6.4481, -2.4409)
H (-7.6057, -0.0937, -6.4642)
H (-1.5053, 3.2321, 6.0211)
H (-4.8239, 3.1863, -2.1009)
H (2.7255, -7.0663, -3.0916)
H (4.9568, 6.3668, 4.8360)
H (-1.4224, -3.2837, 2.1755)
H (-3.9130, 3.5332, -3.5424)
H (5.5395, -3.8359, -2.7869)
H (2.2228, -5.4085, -3.4156)
H (2.7048, -0.4577, -2.8485)
H (3.0780, 4.2197, 6.1166)
H (-4.8947, 3.8594, 4.8063)